No. 1
{
  "formula": "C6H16FeN6O8",
  "method": "wB97M-V/def2-TZVPD",
  "homo_lumo_gap_ev": [4.5, 4.3],
  "total_charge": -2,
  "spin_multiplicity": 5,
  "e_homo_ev": [0.105, 0.345],
  "relative_energy_kcal_mol": 0.0,
  "elements": ["Fe", "O", "C", "C", "O", "H", "H", "H", "H", "C", "O", "O", "O", "C", "O", "N", "N", "H", "H", "H", "H", "C", "O", "N", "N", "H", "H", "H", "H", "C", "O", "N", "N", "H", "H", "H", "H"],
  "xyz": [[0.44664, -0.18528, 0.40690], [0.75976, 0.02722, -1.65337], [2.12645, -0.28256, -1.88506], [2.80211, -1.31541, -0.94152], [2.35014, -1.28600, 0.33647], [2.53193, 0.72691, -1.65453], [2.36359, -0.46794, -2.95015], [3.89273, -1.20154, -1.13219], [2.61403, -2.29149, -1.47827], [0.78252, 0.36217, 2.92003], [1.42566, 0.12873, 3.98633], [1.23959, 1.14866, 1.97812], [-0.11761, -0.48606, 2.50134], [-0.68864, -3.13047, 0.31923], [-0.78011, -1.95211, 0.05585], [-1.73668, -3.92454, 0.68697], [0.51241, -3.76780, 0.18183], [-2.53721, -3.42136, 1.02038], [-1.64584, -4.91633, 0.77146], [0.54230, -4.71318, 0.51906], [1.37805, -3.24614, 0.08224], [0.86972, 4.13895, -0.51738], [1.16906, 5.01507, -1.34395], [1.74400, 3.39260, 0.17938], [-0.44019, 3.80360, -0.31265], [2.68952, 3.57623, -0.10315], [1.46370, 2.51992, 0.62583], [-0.76388, 2.93758, 0.09351], [-1.05907, 4.21334, -0.98947], [-2.49301, 0.70326, -0.08210], [-1.33054, 0.93444, 0.15343], [-2.86313, 0.15999, -1.27299], [-3.53780, 1.02710, 0.73709], [-3.73809, -0.29291, -1.45935], [-2.13371, -0.02465, -1.94705], [-4.44237, 0.64956, 0.52821], [-3.39605, 1.44043, 1.63949]],
  "forces_ev_per_a": [[1.6, -0.2, 0.5], [-0.1, -1.4, 0.4], [-0.6, 2.4, 0.9], [-0.9, -0.3, -1.3], [-0.2, -0.2, -0.3], [1.1, -0.3, -0.2], [-0.1, -0.4, 0.0], [0.2, 0.3, 0.5], [-0.2, -0.4, 0.2], [2.6, -2.6, -0.3], [-1.0, 1.4, 0.2], [-0.5, 1.2, -0.3], [-1.3, 0.1, -0.4], [2.4, 0.1, -0.6], [-1.6, 0.2, 0.2], [-0.6, 0.3, -0.1], [-0.7, -1.0, 0.1], [-0.1, -0.3, 0.1], [-0.1, 0.0, 0.3], [0.4, 0.1, 0.1], [0.0, 0.8, 0.2], [-0.3, -0.9, -0.8], [0.1, 0.1, 0.6], [0.2, 0.8, -0.3], [-1.0, 0.6, 0.0], [0.1, -0.4, 0.2], [0.3, -0.1, 0.5], [0.6, -0.2, 0.1], [0.1, 0.0, 0.0], [0.0, -0.3, -0.4], [-0.4, 1.0, 0.4], [-0.2, -0.2, -1.0], [-0.5, 0.1, 0.1], [-0.1, 0.1, 0.3], [0.4, -0.1, 0.4], [0.0, 0.1, 0.1], [0.4, -0.3, 0.1]]
}

No. 2
{
  "formula": "C33H34N5O2S2V",
  "method": "wB97M-V/def2-TZVPD",
  "homo_lumo_gap_ev": [6.9, 6.6],
  "total_charge": -1,
  "spin_multiplicity": 2,
  "e_homo_ev": [-4.252, -3.880],
  "relative_energy_kcal_mol": 23.4,
  "elements": ["V", "C", "N", "C", "C", "C", "C", "C", "C", "C", "N", "C", "C", "C", "C", "C", "C", "N", "C", "C", "H", "H", "H", "H", "H", "H", "H", "H", "H", "H", "H", "H", "H", "H", "H", "H", "H", "H", "H", "H", "C", "C", "N", "N", "C", "S", "S", "C", "C", "C", "C", "C", "C", "C", "C", "C", "C", "C", "C", "C", "O", "H", "H", "H", "H", "H", "H", "H", "H", "H", "H", "H", "H", "H", "H", "O", "C"],
  "xyz": [[-0.06176, -0.14825, -0.06464], [1.38392, -2.10479, 2.56205], [1.72684, -1.65673, 1.21123], [2.95927, -0.84860, 1.31121], [2.00772, -2.73228, 0.28806], [2.90640, -3.74131, 0.60366], [3.34357, -4.64214, -0.35448], [2.89848, -4.48993, -1.66121], [1.98018, -3.50560, -1.97682], [1.45393, -2.64620, -0.99876], [0.45062, -1.72533, -1.25015], [-0.57080, -2.09774, -2.10477], [-0.85114, -3.39952, -2.55325], [-1.92008, -3.66215, -3.39066], [-2.76096, -2.64459, -3.81319], [-2.53583, -1.36160, -3.33402], [-1.48134, -1.09626, -2.47860], [-1.27310, 0.23463, -1.92062], [-2.55006, 0.87793, -1.54668], [-0.59023, 1.07514, -2.92188], [2.23954, -2.57728, 3.06378], [1.08770, -1.23649, 3.14710], [0.54967, -2.80439, 2.53140], [3.77197, -1.45469, 1.73445], [3.25261, -0.48899, 0.32892], [2.77380, 0.00132, 1.96478], [3.29286, -3.80074, 1.61393], [4.04287, -5.42524, -0.09203], [3.26639, -5.14129, -2.44489], [1.63862, -3.39918, -2.99774], [-0.24136, -4.22360, -2.21258], [-2.10186, -4.68354, -3.70438], [-3.59235, -2.84447, -4.47620], [-3.20570, -0.56144, -3.61790], [-3.14944, 1.10203, -2.43439], [-3.09211, 0.20708, -0.88304], [-2.32468, 1.79713, -1.01110], [-1.21759, 1.16063, -3.81778], [-0.40414, 2.06056, -2.50043], [0.36102, 0.61628, -3.19035], [-1.08578, 1.70240, 3.66839], [-1.02923, 0.70103, 2.54117], [0.21908, 0.84659, 1.64441], [1.11442, 1.85842, 1.93357], [1.75605, 2.22549, 0.88243], [1.62904, 1.49588, -0.68957], [2.87414, 3.60508, 1.11333], [1.61984, 4.91992, 0.98451], [1.05380, 5.12610, -0.39403], [-0.30358, 4.93863, -0.61887], [-0.83787, 5.13476, -1.88721], [-0.01973, 5.51311, -2.93897], [1.34271, 5.68885, -2.72074], [1.87276, 5.49498, -1.45756], [-1.45897, -0.69778, 2.85389], [-1.64034, -1.10619, 4.17219], [-2.10578, -2.37242, 4.49645], [-2.42939, -3.25095, 3.46752], [-2.26802, -2.87585, 2.14910], [-1.75283, -1.61121, 1.81016], [-1.55870, -1.32269, 0.55029], [-0.85372, 2.69538, 3.29306], [-0.37934, 1.45985, 4.46400], [-2.09409, 1.70998, 4.08512], [2.11727, 5.82831, 1.33230], [0.82165, 4.68482, 1.68806], [-0.93345, 4.57873, 0.18569], [-1.89547, 4.96746, -2.05119], [-0.43472, 5.65503, -3.92953], [1.99254, 5.96620, -3.54172], [2.93974, 5.59833, -1.29610], [-1.41032, -0.41518, 4.97315], [-2.22842, -2.66192, 5.53195], [-2.80980, -4.24001, 3.69794], [-2.50190, -3.55103, 1.33548], [-1.58277, 2.43213, 0.87970], [-1.20227, 1.28937, 1.18361]],
  "forces_ev_per_a": [[0.6, -0.5, 0.0], [-0.1, -0.1, 0.0], [0.1, 0.0, -0.1], [-0.1, 0.0, 0.1], [0.0, 0.0, -0.1], [0.0, 0.0, 0.0], [0.0, 0.0, 0.0], [0.0, 0.0, 0.0], [0.1, 0.0, 0.0], [0.1, 0.0, 0.1], [-0.2, 0.0, -0.4], [-0.1, 0.1, 0.0], [0.0, -0.1, 0.0], [0.0, 0.0, 0.0], [0.0, 0.0, 0.0], [0.0, 0.0, 0.0], [-0.1, -0.1, -0.1], [-0.1, -0.1, 0.2], [0.1, 0.0, 0.0], [0.0, 0.0, 0.0], [0.0, 0.0, 0.0], [0.0, 0.0, 0.0], [0.0, 0.0, 0.0], [0.0, 0.0, 0.0], [0.0, 0.0, 0.0], [0.0, 0.0, 0.0], [0.0, 0.0, 0.0], [0.0, 0.0, 0.0], [0.0, 0.0, 0.0], [0.0, 0.0, 0.0], [-0.1, 0.0, 0.0], [0.0, 0.0, 0.0], [0.0, 0.0, 0.0], [0.0, 0.0, 0.0], [0.0, 0.0, 0.0], [0.0, 0.0, 0.0], [-0.1, 0.0, -0.1], [0.0, 0.0, 0.0], [0.0, 0.0, 0.0], [0.0, 0.0, 0.0], [-0.1, 0.0, 0.0], [0.2, 0.2, -0.2], [0.1, -0.3, 0.7], [0.0, 0.0, -0.2], [0.2, 0.0, 0.0], [-0.2, 0.1, 0.2], [-0.1, 0.0, -0.1], [0.0, 0.1, 0.1], [0.0, 0.0, 0.0], [0.0, -0.1, 0.0], [0.0, 0.0, 0.0], [0.0, 0.0, 0.0], [0.0, 0.0, 0.0], [0.0, 0.0, 0.0], [-0.1, 0.0, 0.1], [0.0, 0.0, 0.0], [0.0, 0.0, 0.0], [0.0, 0.0, 0.0], [0.0, 0.0, 0.1], [-0.1, 0.2, 0.0], [0.3, 0.0, 0.0], [0.0, 0.0, 0.0], [0.0, 0.0, 0.0], [0.0, 0.0, 0.0], [0.1, 0.0, 0.0], [0.0, 0.0, 0.0], [0.0, 0.0, 0.0], [0.0, 0.0, 0.0], [0.0, 0.0, 0.0], [0.0, 0.0, 0.0], [0.0, 0.0, 0.0], [0.0, 0.0, 0.0], [0.0, 0.0, 0.0], [0.0, 0.0, 0.0], [0.0, 0.0, 0.0], [0.1, 0.1, 0.0], [-0.6, 0.3, -0.3]]
}